# C3H8NS2

2 unconnected molecules or ions with the total composition C3H8NS2 (ωB97M-V/def2-TZVPD, the OMol25 dataset).

Last column: Mulliken charge in e.
Geometry (Å):
C: 0.7488 -1.7452 0.8261  0.156
C: -0.2244 0.5841 -1.7582  -0.754
C: -0.2457 0.3783 0.6596  -0.726
N: 0.2891 0.8598 -0.4097  -0.002
S: 1.5698 -1.9511 2.2646  -0.028
S: 0.6129 -2.7174 -0.5101  -0.058
H: -1.3117 0.3172 -1.7859  0.298
H: -0.0108 1.5232 -2.3043  0.298
H: 0.3179 -0.1887 -2.2814  0.320
H: 0.1998 0.6208 1.6240  0.591
H: -1.1944 0.0677 0.6794  0.293
H: 1.4789 -0.5592 2.5389  0.180
H: 1.1164 1.4204 -0.5101  0.276
H: 1.5754 -3.5883 -0.4044  0.159

The net charge is +1. As for the lowest unoccupied orbital energy: -4.41 eV. The electronic energy comes out at -26391.45677 eV. The value obtained for the HOMO energy is -12.8919 eV. As for the multiplicity: 1. The energy above the lowest of the compared OMol25 structures with the same formula, charge and spin comes out at 65.3 kcal per mole. The value obtained for the HOMO-LUMO gap is 8.48 eV.

---

# C35H48NO5Pd

A molecular structure, C35H48NO5Pd (ωB97M-V/def2-TZVPD, the OMol25 dataset).

Last column: Mulliken spin population.
Geometry (Å):
C: -3.5542 2.3450 -3.9496  -0.011
C: -2.8874 2.4419 -2.5521  0.004
C: -2.7011 1.4249 -4.8173  0.064
C: -1.4077 1.0258 -4.0847  -0.056
H: -2.4225 1.9505 -5.7362  0.003
H: -3.2847 0.5419 -5.1248  -0.005
C: -1.3941 2.2821 -2.5805  0.322
H: -3.3295 1.6077 -1.9932  -0.007
H: -3.2108 3.3668 -2.0648  0.010
C: -0.6529 2.8253 -1.2143  0.018
H: -1.0014 3.0269 -3.3126  0.000
H: -0.5307 1.4770 -4.5855  0.012
C: -1.1908 -0.3944 -4.0496  0.555
C: -5.0013 1.8460 -3.7917  0.001
C: -3.8279 3.6731 -4.6493  -0.003
O: -3.7053 3.8870 -5.8421  0.000
O: -5.3210 1.0372 -2.9324  0.000
O: -5.9124 2.4324 -4.5842  0.000
O: -4.2565 4.6319 -3.8154  0.001
C: -4.6185 5.8340 -4.5140  0.000
H: -4.9365 6.5312 -3.7370  0.000
H: -5.4333 5.6309 -5.2230  0.000
H: -3.7513 6.2160 -5.0656  0.000
C: -7.2505 1.9154 -4.4678  0.000
H: -7.2578 0.8330 -4.6528  0.000
H: -7.8337 2.4478 -5.2253  0.000
H: -7.6484 2.1141 -3.4645  0.000
O: -0.2106 2.2194 0.0501  0.154
H: -1.2941 3.6492 -0.8283  0.008
H: 0.3007 3.2712 -1.5594  0.009
C: 0.2370 -0.8140 -4.0182  -0.027
C: -2.2846 -1.3393 -3.7710  -0.009
H: -2.5792 -1.8711 -4.6952  0.045
H: -3.1712 -0.8346 -3.3526  -0.008
H: -1.9808 -2.0863 -3.0145  0.022
H: 0.4572 -1.5431 -3.2149  0.033
H: 0.8882 0.0712 -3.8486  0.002
H: 0.5111 -1.2556 -4.9944  0.046
Pd: -0.9408 0.8062 0.8483  1.099
C: 3.1382 0.8310 2.1404  0.249
C: 2.7229 1.3662 0.8823  -0.038
C: 2.0550 2.6098 1.1403  0.389
H: 2.8654 0.9063 -0.0902  -0.002
C: 1.9369 2.7638 2.5646  0.056
C: 2.6455 1.6978 3.1777  0.244
H: 2.8375 1.6014 4.2377  -0.009
H: 3.7419 -0.0645 2.2838  0.018
H: 1.8415 3.4064 0.4362  0.022
H: 1.3883 3.5674 3.0532  -0.003
C: -0.9953 -1.1504 0.8911  0.017
C: -0.5240 -0.6275 2.0995  -0.018
C: -1.5055 0.2258 2.6190  0.149
H: 0.3992 -0.9163 2.6101  0.151
C: -2.5738 0.2461 1.7280  0.151
C: -2.2699 -0.6275 0.6773  0.166
H: -2.9627 -0.9520 -0.1012  0.014
H: -0.5057 -1.9130 0.2629  0.037
H: -1.4735 0.7712 3.5733  0.018
H: -3.5126 0.7939 1.8718  0.023
C: 6.2162 -4.8107 3.0456  0.000
C: 4.9727 -4.1256 2.5489  -0.001
C: 4.5259 -4.3754 1.2448  0.010
C: 3.3939 -3.7294 0.7285  0.001
C: 2.9246 -4.0498 -0.6636  0.001
C: 2.7242 -2.8114 1.5207  -0.004
C: 3.0742 -2.5725 2.9004  -0.008
C: 4.2474 -3.2662 3.3647  0.003
N: 2.3176 -1.7130 3.5947  0.048
C: 2.4029 -1.5321 5.0664  0.001
C: 2.2552 -2.8373 5.8328  0.001
C: 3.6941 -0.8505 5.4967  -0.007
C: 1.2442 -0.6164 5.4687  0.006
H: 6.0122 -5.8449 3.3502  0.000
H: 6.9706 -4.8501 2.2528  0.000
H: 6.6419 -4.2858 3.9052  0.000
H: 5.0818 -5.0774 0.6173  0.000
H: 3.7458 -3.9749 -1.3854  0.000
H: 2.5324 -5.0731 -0.7273  0.000
H: 2.1281 -3.3660 -0.9681  0.000
H: 1.8949 -2.2428 1.0980  0.024
H: 4.5914 -3.0946 4.3854  0.002
H: 3.0889 -3.5183 5.6534  0.001
H: 2.2169 -2.6189 6.9050  0.000
H: 1.3283 -3.3426 5.5450  0.000
H: 3.8741 0.0561 4.9135  0.007
H: 3.6063 -0.5724 6.5530  0.000
H: 4.5650 -1.4990 5.3901  -0.001
H: 1.2702 0.3296 4.9147  -0.004
H: 0.2801 -1.1014 5.2797  0.002
H: 1.3181 -0.3934 6.5395  0.000

The net charge is -1. As for the lowest unoccupied orbital energy (alpha / beta): 1.99 / 1.83 eV. The electronic energy comes out at -52270.33266 eV. The value obtained for the HOMO energy (alpha / beta) is -2.6722 / -2.5920 eV. As for the multiplicity: 5. The value obtained for the HOMO-LUMO gap (alpha / beta) is 4.66 / 4.42 eV.

---

# C4H9NS

2 unconnected molecules or ions with the total composition C4H9NS (ωB97M-V/def2-TZVPD, the OMol25 dataset).

Last column: Mulliken charge in e.
Geometry (Å):
C: 1.5372 0.4072 -0.4405  -0.298
C: 2.4546 1.0293 0.6079  -0.690
C: -1.1669 -1.1778 0.7631  -0.911
C: -0.8396 0.0483 -0.0961  0.070
N: 0.3540 0.3255 -0.1112  0.127
S: -2.1503 1.2232 -0.6951  -0.190
H: -2.0523 -1.3949 -2.0497  0.054
H: 2.2260 0.5616 1.5215  0.299
H: 3.5921 0.9179 0.2814  0.234
H: 2.1933 2.0862 0.5880  0.252
H: -2.1435 -1.6398 0.4844  0.291
H: -0.9604 -1.2561 1.8029  0.317
H: -0.4300 -1.8424 0.2673  0.342
H: -1.3030 -1.4672 -1.9538  -0.019
H: -1.3110 2.1791 -0.9700  0.122

The net charge is 0. As for the lowest unoccupied orbital energy: 0.64 eV. The electronic energy comes out at -16615.09095 eV. The value obtained for the HOMO energy is -7.6368 eV. As for the multiplicity: 1. The energy above the lowest of the compared OMol25 structures with the same formula, charge and spin comes out at 100.6 kcal per mole. The value obtained for the HOMO-LUMO gap is 8.27 eV.

---

# C14H19F7N5O6S2

2 unconnected molecules or ions with the total composition C14H19F7N5O6S2 (ωB97M-V/def2-TZVPD, the OMol25 dataset).

Last column: Mulliken charge in e.
Geometry (Å):
O: -4.2934 4.4620 1.7793  -0.383
C: -3.2033 3.9242 1.2162  0.779
N: -2.1317 3.2177 0.7284  -0.834
N: -1.0261 3.2898 1.5604  0.519
C: -1.2311 3.7611 2.9834  -0.697
C: 0.2543 3.2867 3.5890  0.050
N: 1.3073 4.3504 3.8182  -0.629
C: 2.1158 3.8984 4.8587  0.422
S: 3.0038 3.1706 6.1537  -0.033
N: 0.6647 2.0447 2.7737  -0.195
C: -0.4905 1.8673 1.7949  0.151
N: -0.9137 0.6718 1.2656  -0.121
S: -0.1525 -0.8383 1.6988  1.208
O: -0.7215 -1.9576 0.7537  -0.511
O: 1.3969 -0.7456 1.4787  -0.540
C: -0.4460 -1.4057 3.4582  0.405
F: 0.0267 -2.8398 3.5277  -0.204
F: 0.4638 -0.6660 4.4067  -0.223
C: -2.0141 -1.4290 3.9345  0.457
F: -2.9194 -0.5429 3.1672  -0.238
F: -2.5223 -2.8359 3.7692  -0.233
C: -2.1902 -1.1056 5.5640  0.602
F: -3.5904 -1.4905 5.9759  -0.211
F: -1.2842 -1.9405 6.4119  -0.209
F: -1.9449 0.3443 5.8160  -0.195
H: -1.9421 3.0451 3.6111  0.383
H: -1.4981 4.8788 3.2059  0.414
H: 0.0593 2.9082 4.6987  0.337
H: 1.5247 2.3532 2.2301  0.384
H: -1.7213 0.6146 0.5754  0.358
C: 3.1179 -3.3452 -5.4388  -0.803
O: 2.2988 -2.1901 -5.3578  -0.277
C: 1.0552 -2.3468 -6.0430  -0.549
C: -0.0727 -1.6298 -5.2935  -0.271
O: -0.4995 -2.3040 -4.1021  -0.492
C: 0.4121 -2.2781 -2.9952  -0.426
C: 0.5732 -0.8968 -2.3554  -0.240
O: 1.3968 -0.0646 -3.1722  -0.308
C: 1.0428 1.3061 -3.0962  -0.736
H: 3.4726 -3.4886 -6.4641  0.328
H: 3.9783 -3.2004 -4.7819  0.231
H: 2.5748 -4.2333 -5.0973  0.360
H: 0.7926 -3.4104 -6.1515  0.345
H: 1.1721 -1.9069 -7.0382  0.408
H: -0.9505 -1.6155 -5.9490  0.416
H: 0.1723 -0.5866 -5.0888  0.063
H: 1.3742 -2.7123 -3.2718  0.123
H: -0.0243 -2.9471 -2.2447  0.404
H: 1.0679 -0.9943 -1.3856  0.328
H: -0.4153 -0.4487 -2.2069  0.235
H: -0.0218 1.4472 -3.3081  0.359
H: 1.6141 1.8499 -3.8529  0.263
H: 1.2876 1.7049 -2.1103  0.227

The net charge is +1. As for the lowest unoccupied orbital energy: -6.18 eV. The electronic energy comes out at -75230.23661 eV. The value obtained for the HOMO energy is -10.8470 eV. As for the multiplicity: 1. The value obtained for the HOMO-LUMO gap is 4.67 eV.

---

# C12H24O4

4 unconnected molecules or ions with the total composition C12H24O4 (ωB97M-V/def2-TZVPD, the OMol25 dataset).

Last column: Mulliken charge in e.
Geometry (Å):
C: -2.2004 2.9719 -0.9869  -0.697
C: -2.0088 3.4649 -2.4010  0.860
O: -2.9323 3.8462 -3.0744  -0.567
C: -0.5973 3.4973 -2.9129  -1.100
H: -1.4395 3.3807 -0.3250  0.280
H: -2.2401 1.8826 -0.9413  0.032
H: -3.1726 3.3248 -0.6371  0.322
H: -0.5513 3.8703 -3.9301  0.288
H: -0.1122 2.5270 -2.7853  0.192
H: -0.0139 4.1755 -2.2750  0.356
C: 1.6582 -2.7305 4.7292  -1.040
C: 2.8953 -2.2414 4.0470  0.711
O: 2.8368 -1.4935 3.0998  -0.510
C: 4.2212 -2.6850 4.6119  -1.028
H: 1.4329 -2.1991 5.6528  0.284
H: 1.7672 -3.7887 5.0015  0.360
H: 0.8062 -2.6831 4.0519  0.284
H: 4.1065 -3.1865 5.5721  0.325
H: 4.8363 -1.7940 4.7489  0.318
H: 4.7573 -3.3458 3.9323  0.286
C: -0.5502 -0.6203 -3.9798  -0.370
C: -1.8940 -1.3265 -3.9170  0.645
O: -2.2806 -1.9834 -4.8503  -0.569
C: -2.6937 -1.2286 -2.6326  -0.684
H: -0.3388 -0.3926 -5.0234  0.342
H: 0.2226 -1.2199 -3.5044  0.241
H: -0.5998 0.3409 -3.4595  -0.223
H: -2.2891 -1.9621 -1.9348  0.253
H: -3.7202 -1.4869 -2.8826  0.363
H: -2.6224 -0.2387 -2.1934  0.023
C: -0.1693 1.4213 1.4622  -1.245
C: -0.2945 0.1417 0.6883  0.899
O: -1.3182 -0.1598 0.1230  -0.554
C: 0.9602 -0.6700 0.5158  -0.965
H: 0.4039 2.1787 0.9181  0.257
H: 0.4417 1.2452 2.3538  0.413
H: -1.1335 1.8538 1.7123  0.349
H: 1.7308 -0.3827 1.2288  0.321
H: 1.3455 -0.5787 -0.4989  0.259
H: 0.7503 -1.7252 0.6963  0.290

The net charge is 0. As for the lowest unoccupied orbital energy: 0.49 eV. The electronic energy comes out at -21022.79581 eV. The value obtained for the HOMO energy is -9.2965 eV. As for the multiplicity: 1. The energy above the lowest of the compared OMol25 structures with the same formula, charge and spin comes out at 4.1 kcal per mole. The value obtained for the HOMO-LUMO gap is 9.79 eV. Its SMILES is CC(C)=O.CC(C)=O.CC(C)=O.CC(C)=O.

---

What is the electronic energy in the third record? -16615.09095 eV

---

The lowest net charge belongs to which entry? C35H48NO5Pd

---

The highest multiplicity belongs to which entry? C35H48NO5Pd